1.
A 8-piece molecular cluster, C43H46FN9 overall in a non-equilibrium geometry, computed with ωB97M-V/def2-TZVPD.

The SMILES is CC[C@@H](F)[C@H](C#N)[C@@H](C)C#N.c1ccncc1.c1ccncc1.c1ccncc1.c1ccncc1.c1ccncc1.c1ccncc1.c1ccncc1. As for the total energy: -61463.20847 eV. The total charge is 0. The calculation puts the LUMO energy at 0.7 eV. The HOMO-LUMO gap is 10.00 eV. For the HOMO energy, the calculation gives -9.3 eV.

```
99
Properties=species:S:1:pos:R:3:mulliken_charge:R:1
C 5.93 -1.42 -0.48 -1.078
C 4.93 -0.54 0.33 -0.866
C 3.61 -1.26 0.68 0.745
F 2.93 -0.48 1.64 -0.470
C 2.70 -1.61 -0.53 0.697
C 3.07 -0.92 -1.82 -0.413
N 3.41 -0.55 -2.82 -0.527
C 1.17 -1.35 -0.28 0.627
C 0.69 0.08 -0.60 -1.115
C 0.36 -2.39 -1.02 -0.262
N -0.32 -3.05 -1.62 -0.488
H 6.07 -2.44 -0.06 0.152
H 6.89 -0.88 -0.47 0.437
H 5.64 -1.52 -1.54 0.329
H 5.43 -0.33 1.30 0.436
H 4.76 0.45 -0.13 0.223
H 3.86 -2.21 1.20 0.008
H 2.80 -2.70 -0.70 0.514
H 0.96 -1.52 0.80 0.422
H -0.39 0.13 -0.33 0.533
H 0.72 0.33 -1.68 0.149
H 1.18 0.86 0.00 0.342
N -0.13 0.82 -5.02 -0.401
C -0.59 1.03 -6.26 -0.296
C 0.05 0.57 -7.40 -0.332
C 1.22 -0.16 -7.25 -0.388
C 1.71 -0.39 -5.97 -0.407
C 1.00 0.12 -4.90 0.439
H -1.50 1.61 -6.33 0.353
H -0.37 0.77 -8.38 0.360
H 1.74 -0.54 -8.12 0.360
H 2.62 -0.95 -5.81 0.383
H 1.34 -0.03 -3.88 -0.172
N 5.76 -4.59 0.15 -0.250
C 4.70 -5.08 0.80 0.155
C 4.70 -6.29 1.48 -0.967
C 5.86 -7.04 1.47 -0.040
C 6.97 -6.56 0.80 -0.625
C 6.87 -5.33 0.16 -0.136
H 3.81 -4.46 0.78 0.308
H 3.81 -6.63 1.99 0.370
H 5.90 -7.99 1.99 0.383
H 7.90 -7.12 0.77 0.346
H 7.72 -4.91 -0.38 0.370
N 4.95 1.37 4.44 -0.536
C 4.51 1.47 3.19 -0.451
C 4.56 2.65 2.45 -0.431
C 5.11 3.77 3.04 -0.428
C 5.57 3.68 4.34 -0.356
C 5.47 2.46 5.00 -0.227
H 4.09 0.56 2.76 0.947
H 4.19 2.67 1.43 0.330
H 5.17 4.71 2.50 0.379
H 6.00 4.54 4.84 0.357
H 5.83 2.35 6.01 0.387
N -2.42 1.19 -0.38 -0.267
C -3.71 0.87 -0.27 -0.315
C -4.74 1.80 -0.31 -0.856
C -4.41 3.13 -0.47 0.027
C -3.08 3.49 -0.60 -0.777
C -2.13 2.48 -0.55 -0.151
H -3.92 -0.19 -0.14 0.429
H -5.77 1.48 -0.21 0.401
H -5.18 3.89 -0.51 0.709
H -2.78 4.52 -0.73 0.393
H -1.07 2.70 -0.64 0.336
N -0.63 -6.88 0.21 -0.525
C -0.62 -6.09 -0.88 -0.016
C -1.18 -6.45 -2.09 -0.319
C -1.79 -7.69 -2.19 -0.360
C -1.81 -8.52 -1.08 -0.339
C -1.22 -8.07 0.09 -0.226
H -0.13 -5.14 -0.75 0.275
H -1.15 -5.77 -2.93 0.390
H -2.24 -8.01 -3.12 0.360
H -2.27 -9.50 -1.12 0.357
H -1.21 -8.68 0.98 0.363
N -6.08 6.09 -0.49 -0.315
C -6.26 7.16 -1.27 -0.379
C -6.42 8.45 -0.78 -0.398
C -6.38 8.64 0.59 -0.316
C -6.19 7.54 1.42 -0.579
C -6.05 6.30 0.83 0.150
H -6.29 6.96 -2.34 0.379
H -6.56 9.28 -1.46 0.371
H -6.49 9.63 1.01 0.369
H -6.16 7.65 2.49 0.394
H -5.90 5.41 1.43 0.290
N -6.53 4.02 3.26 -0.327
C -7.57 3.50 3.92 -0.286
C -7.54 2.27 4.55 -0.485
C -6.36 1.53 4.50 -0.100
C -5.28 2.05 3.82 -0.688
C -5.41 3.30 3.22 -0.077
H -8.47 4.11 3.93 0.361
H -8.41 1.89 5.07 0.354
H -6.30 0.56 4.98 0.380
H -4.34 1.51 3.75 0.378
H -4.58 3.75 2.68 0.455
```

=====

2.
C43H46MnN2P3SSe as an isolated structure in a non-equilibrium geometry, computed with ωB97M-V/def2-TZVPD.

As for the total energy: -183686.47329 eV. The spin multiplicity is 5. The total charge is -2. The calculation puts the LUMO energy (alpha / beta) at 4.2 / 4.2 eV. The HOMO-LUMO gap (alpha / beta) is 3.01 / 5.12 eV. For the HOMO energy (alpha / beta), the calculation gives 1.2 / -0.9 eV.

```
97
Properties=species:S:1:pos:R:3:mulliken_spin:R:1
Mn 0.19 0.02 0.51 3.234
C -3.23 -0.53 1.89 0.016
P -1.71 0.49 1.77 -0.141
C -1.27 0.77 3.52 0.002
C -2.47 2.12 1.29 0.007
C -3.76 2.52 1.62 -0.001
C -4.31 3.69 1.11 0.000
C -3.56 4.47 0.25 0.001
C -2.27 4.10 -0.07 -0.002
C -1.71 2.93 0.45 -0.003
P 0.03 2.37 0.14 -0.047
C 0.83 3.43 1.43 0.004
C 0.51 3.32 -1.35 0.019
H -3.81 -0.44 0.98 0.001
H -3.84 -0.20 2.74 0.000
H -2.92 -1.57 2.05 -0.004
H -2.01 1.39 4.01 0.000
H -0.28 1.22 3.57 -0.003
H -1.20 -0.22 3.97 0.006
H -4.36 1.90 2.28 0.000
H -5.32 3.98 1.37 0.000
H -3.99 5.38 -0.17 0.001
H -1.69 4.72 -0.75 0.001
H 0.66 4.49 1.22 0.002
H 1.90 3.22 1.46 -0.001
H 0.42 3.19 2.41 -0.003
H 0.27 4.39 -1.24 -0.001
H 0.02 2.92 -2.24 -0.006
H 1.58 3.22 -1.48 -0.003
N -1.56 0.72 -1.68 0.064
C -1.00 0.57 -2.97 0.082
C -1.68 1.10 -4.04 -0.021
C -1.14 1.03 -5.37 0.412
C 0.08 0.37 -5.55 -0.189
C 0.76 -0.18 -4.48 0.426
C 0.27 -0.08 -3.11 -0.102
P 1.29 -0.51 -1.69 -0.096
C 2.94 0.28 -2.09 -0.012
C 3.72 -0.12 -3.18 0.068
C 4.84 0.61 -3.57 -0.021
C 5.22 1.75 -2.88 0.025
C 4.48 2.13 -1.76 -0.008
C 3.36 1.41 -1.39 0.032
C 1.82 -2.24 -2.06 0.010
C 2.98 -2.72 -1.45 -0.012
C 3.49 -3.97 -1.77 0.004
C 2.82 -4.77 -2.69 -0.002
C 1.65 -4.32 -3.27 -0.023
C 1.15 -3.06 -2.96 0.054
H -1.23 0.03 -1.02 0.038
H -2.57 0.82 -1.65 0.019
H -2.65 1.56 -3.87 -0.005
H -1.67 1.46 -6.21 0.062
H 0.49 0.27 -6.55 -0.014
H 1.68 -0.72 -4.67 0.146
H 3.48 -1.04 -3.70 0.014
H 5.42 0.28 -4.43 -0.002
H 6.09 2.32 -3.19 0.004
H 4.79 2.99 -1.17 0.000
H 2.82 1.67 -0.49 0.025
H 3.49 -2.10 -0.72 -0.002
H 4.40 -4.32 -1.29 -0.001
H 3.21 -5.75 -2.94 0.000
H 1.11 -4.96 -3.97 0.001
H 0.24 -2.70 -3.42 0.056
C -2.90 -2.25 -1.59 0.020
C -2.21 -3.54 -1.22 -0.007
C -2.65 -4.73 -1.79 0.003
C -2.01 -5.93 -1.51 -0.004
C -0.92 -5.91 -0.66 -0.001
C -0.45 -4.74 -0.06 -0.009
C 0.78 -4.87 0.80 0.005
C -1.12 -3.51 -0.33 0.004
N -0.66 -2.24 0.06 -0.032
H -3.92 -2.45 -1.95 -0.001
H -2.36 -1.72 -2.38 0.003
H -2.95 -1.58 -0.74 -0.008
H -3.50 -4.70 -2.47 0.000
H -2.34 -6.85 -1.97 -0.001
H -0.39 -6.84 -0.45 0.000
H 1.39 -5.69 0.43 0.000
H 0.51 -5.05 1.84 -0.001
H 1.37 -3.96 0.80 -0.005
Se 2.33 0.45 1.85 0.030
C 3.43 -1.04 2.34 0.022
C 4.80 -0.99 2.04 0.001
C 5.65 -2.03 2.39 -0.001
C 5.16 -3.15 3.04 0.004
C 3.80 -3.22 3.33 -0.002
C 2.94 -2.18 2.99 -0.001
H 5.18 -0.12 1.51 0.002
H 6.71 -1.96 2.13 0.000
H 5.82 -3.97 3.31 0.001
H 3.39 -4.10 3.81 0.000
H 1.88 -2.26 3.19 0.006
S -0.57 -2.59 2.76 -0.043
C -0.26 -1.82 1.24 -0.095
```

=====

3.
C43H47AgAsGeN4S as an isolated structure, computed with ωB97M-V/def2-TZVPD.

As for the total energy: -183498.18133 eV. The total charge is +1. The calculation puts the LUMO energy at -3.3 eV. The HOMO-LUMO gap is 6.21 eV. For the HOMO energy, the calculation gives -9.5 eV.

```
98
Properties=species:S:1:pos:R:3:mulliken_charge:R:1
Ag -0.04 -1.34 -0.42 1.815
N 1.83 -2.91 -2.94 -0.018
C 2.11 -3.67 -1.77 0.238
C 2.71 -4.91 -1.93 -0.930
C 3.01 -5.65 -0.80 -0.553
C 2.71 -5.12 0.44 -1.172
C 2.13 -3.87 0.50 -0.118
N 1.84 -3.14 -0.59 0.475
C 0.63 -2.35 -3.35 0.720
C 0.45 -2.16 -4.73 -0.794
C -0.76 -1.71 -5.20 -0.587
C -1.79 -1.46 -4.29 -0.820
C -1.52 -1.61 -2.96 -0.814
N -0.32 -2.01 -2.48 0.219
H 2.39 -3.21 -3.72 0.292
H 2.92 -5.29 -2.92 0.423
H 3.46 -6.62 -0.90 0.411
H 2.90 -5.67 1.36 0.494
H 1.91 -3.41 1.45 0.445
H 1.25 -2.41 -5.41 0.399
H -0.91 -1.57 -6.26 0.437
H -2.77 -1.14 -4.62 0.497
H -2.28 -1.40 -2.22 0.731
S -1.34 -3.08 0.85 -0.583
C -0.71 -2.98 2.48 1.542
C -1.03 -4.00 3.39 -0.930
C -0.52 -4.00 4.68 -0.642
C 0.31 -2.98 5.12 -0.792
C 0.63 -1.95 4.25 -0.666
C 0.12 -1.95 2.95 -0.583
As 0.51 -0.47 1.78 0.574
C -0.51 0.96 2.56 0.917
C -1.77 0.66 3.08 -0.868
C -2.55 1.66 3.62 -0.813
C -2.08 2.97 3.63 -0.737
C -0.83 3.28 3.11 -0.807
C -0.05 2.27 2.57 -0.230
C 2.35 -0.04 2.14 1.232
C 2.73 0.70 3.26 -0.602
C 4.07 0.90 3.53 -0.919
C 5.04 0.36 2.70 -0.757
C 4.67 -0.38 1.58 -0.938
C 3.33 -0.58 1.31 -0.604
H -1.68 -4.80 3.06 0.486
H -0.78 -4.82 5.35 0.387
H 0.72 -2.99 6.12 0.412
H 1.27 -1.15 4.58 0.351
H -2.13 -0.37 3.06 0.489
H -3.52 1.43 4.03 0.482
H -2.69 3.76 4.06 0.419
H -0.47 4.30 3.12 0.460
H 0.93 2.51 2.17 0.393
H 1.98 1.13 3.91 0.455
H 4.36 1.48 4.40 0.458
H 6.09 0.52 2.92 0.410
H 5.43 -0.80 0.93 0.476
H 3.03 -1.16 0.44 0.078
C -1.73 3.75 -0.55 -0.711
C -1.77 3.74 -2.08 -0.649
C -0.58 3.04 -2.74 -0.841
C -0.56 1.51 -2.51 0.238
Ge 0.69 1.01 -1.09 1.505
C 2.56 1.13 -1.68 -0.274
C 3.13 2.55 -1.75 -1.213
C 3.17 3.28 -0.41 1.039
C 3.83 4.65 -0.52 -1.606
H -2.57 4.32 -0.15 0.491
H -0.81 4.23 -0.19 0.317
H -1.78 2.75 -0.13 -0.170
H -1.81 4.77 -2.45 0.448
H -2.69 3.25 -2.42 0.217
H 0.35 3.51 -2.39 0.070
H -0.62 3.23 -3.81 0.437
H -0.26 0.98 -3.42 0.306
H -1.55 1.15 -2.25 -0.066
H 0.45 1.99 0.06 -1.253
H 2.61 0.65 -2.66 0.530
H 3.17 0.52 -1.01 0.151
H 2.58 3.15 -2.48 0.265
H 4.15 2.47 -2.13 0.552
H 3.71 2.67 0.32 -0.021
H 2.15 3.41 -0.03 -0.279
H 4.88 4.56 -0.82 0.366
H 3.80 5.19 0.42 0.408
H 3.33 5.27 -1.27 0.338
N -2.26 0.17 0.04 0.442
C -3.37 0.12 -0.27 0.148
C -4.75 0.04 -0.67 -0.223
C -5.41 1.18 -1.13 -0.389
C -6.72 1.07 -1.55 -0.683
C -7.37 -0.15 -1.50 -0.389
C -6.72 -1.28 -1.03 -0.676
C -5.40 -1.19 -0.61 -0.423
H -4.89 2.12 -1.16 0.487
H -7.25 1.95 -1.90 0.422
H -8.40 -0.23 -1.82 0.406
H -7.23 -2.23 -0.98 0.416
H -4.87 -2.06 -0.23 0.526
```

=====

4.
A 5-piece molecular cluster, C43H47Br2FNO2P overall in a non-equilibrium geometry, computed with ωB97M-V/def2-TZVPD.

The SMILES is C[C@H](F)C1=C(P(C)C)C(=O)c2ccc(CCN)c([C@@H](Br)[C@@H](C)Br)c2C1=O.c1ccccc1.c1ccccc1.c1ccccc1.c1ccccc1. As for the total energy: -203027.03689 eV. The total charge is 0. The calculation puts the LUMO energy at -1.2 eV. The HOMO-LUMO gap is 6.95 eV. For the HOMO energy, the calculation gives -8.1 eV.

```
97
Properties=species:S:1:pos:R:3:mulliken_charge:R:1
C 0.41 1.03 2.61 0.032
C 0.02 1.49 4.06 -0.269
F 0.77 0.83 5.06 -0.356
C -1.52 1.46 4.33 0.104
C -2.23 0.35 4.71 0.951
P -1.43 -1.33 4.93 0.056
C -2.60 -2.58 5.68 -1.024
C -1.13 -1.97 3.16 -0.166
C -3.77 0.52 4.94 -0.177
O -4.39 -0.08 5.78 -0.543
C -4.46 1.54 3.97 0.427
C -5.82 1.32 3.50 -1.210
C -6.38 2.28 2.57 -0.244
C -5.63 3.46 2.08 0.293
C -6.38 4.35 1.05 -0.773
C -6.93 3.43 -0.14 -0.331
N -6.66 3.99 -1.48 -0.691
C -4.27 3.70 2.57 0.110
C -3.46 4.94 2.07 -1.134
Br -3.33 6.37 3.45 -0.053
C -2.03 4.54 1.48 -0.354
C -2.07 3.15 0.76 -0.157
Br -1.68 5.89 0.03 -0.153
C -3.70 2.72 3.52 1.144
C -2.26 2.83 4.11 -0.136
O -1.72 3.86 4.43 -0.491
H -0.31 1.42 1.84 -0.380
H 0.61 -0.07 2.51 -0.100
H 1.39 1.54 2.37 0.377
H 0.33 2.57 4.13 0.379
H -2.68 -2.53 6.79 0.328
H -2.21 -3.61 5.41 0.345
H -3.60 -2.49 5.17 0.296
H -0.09 -2.38 3.09 0.111
H -1.89 -2.78 2.97 0.538
H -1.29 -1.08 2.50 -0.538
H -6.41 0.44 3.86 0.437
H -7.43 2.10 2.23 0.383
H -5.76 5.15 0.58 0.320
H -7.24 4.86 1.57 0.351
H -8.05 3.43 -0.02 0.254
H -6.52 2.39 -0.07 0.334
H -6.02 4.78 -1.47 0.245
H -6.24 3.29 -2.11 0.271
H -3.99 5.43 1.21 0.434
H -1.20 4.68 2.21 0.575
H -3.02 3.12 0.15 0.280
H -1.18 3.03 0.11 0.591
H -2.10 2.27 1.46 -0.703
C 4.08 -0.34 1.84 -0.414
C 3.20 -1.29 2.35 -0.374
C 2.96 -2.47 1.64 -0.500
C 3.61 -2.70 0.44 -0.369
C 4.49 -1.75 -0.07 -0.158
C 4.72 -0.57 0.63 -0.636
H 4.26 0.58 2.39 0.440
H 2.70 -1.12 3.29 0.517
H 2.27 -3.21 2.04 0.366
H 3.43 -3.61 -0.11 0.321
H 5.00 -1.93 -1.01 0.433
H 5.40 0.17 0.23 0.380
C 7.95 -4.55 -3.60 -0.328
C 7.62 -4.42 -2.26 -0.491
C 6.29 -4.43 -1.86 -0.280
C 5.28 -4.57 -2.81 -0.306
C 5.61 -4.71 -4.15 -0.464
C 6.94 -4.69 -4.55 -0.483
H 8.99 -4.54 -3.91 0.386
H 8.41 -4.31 -1.52 0.390
H 6.04 -4.32 -0.81 0.469
H 4.25 -4.58 -2.50 0.319
H 4.83 -4.82 -4.89 0.373
H 7.20 -4.79 -5.60 0.407
C -1.62 -1.93 -1.73 -0.625
C -1.79 -1.44 -0.45 -0.204
C -2.58 -0.32 -0.23 -0.106
C -3.21 0.31 -1.30 -0.284
C -3.04 -0.18 -2.59 -0.583
C -2.24 -1.30 -2.81 -0.347
H -0.99 -2.80 -1.90 0.396
H -1.31 -1.93 0.39 0.302
H -2.72 0.07 0.78 0.346
H -3.84 1.18 -1.13 0.372
H -3.53 0.30 -3.42 0.380
H -2.10 -1.68 -3.81 0.365
C 5.92 -2.01 -7.09 -0.361
C 5.72 -1.51 -5.81 -0.059
C 4.88 -0.42 -5.62 -0.540
C 4.25 0.18 -6.70 -0.375
C 4.45 -0.33 -7.98 -0.387
C 5.29 -1.41 -8.18 -0.443
H 6.58 -2.86 -7.24 0.275
H 6.21 -1.97 -4.96 0.419
H 4.73 -0.02 -4.62 0.395
H 3.59 1.03 -6.55 0.364
H 3.96 0.13 -8.83 0.353
H 5.46 -1.80 -9.18 0.365
```